# 1
# C4H14N3

A cluster of 2 separate species, C4H14N3 in total (ωB97M-V/def2-TZVPD, OMol25).

* HOMO: -14.839 eV
* LUMO energy: -0.11085 Eh
* relative energy (zero: lowest compared OMol25 entry of this formula, charge and spin): 0.2732 eV
* orbital gap: 11.8 eV

```
! RIJCOSX wB97M-V def2-TZVPD def2/J DEFGRID3
* xyz 1 1
C -1.265 0.351 1.654
C -2.750 0.174 1.388
H -1.029 1.221 2.272
H -0.907 -0.482 2.276
H -0.575 0.381 0.804
H -3.186 -0.241 2.288
H -2.959 -0.522 0.571
H -3.307 1.077 1.142
C 2.896 0.280 -0.346
C 0.640 -0.276 -1.251
N 1.713 0.500 -1.189
N 0.579 -1.466 -0.657
N -0.455 0.166 -1.881
H 1.531 1.473 -1.378
H 1.299 -1.720 -0.007
H -0.072 -2.189 -0.923
H -0.435 0.936 -2.527
H -1.313 -0.349 -1.798
H 2.983 1.119 0.333
H 3.775 0.206 -0.988
H 2.838 -0.640 0.217
*
```

---

# 2
# C4H14N3

A cluster of 2 separate species, C4H14N3 in total (ωB97M-V/def2-TZVPD, OMol25).

* HOMO: -14.821 eV
* LUMO energy: -0.10979 Eh
* relative energy (zero: lowest compared OMol25 entry of this formula, charge and spin): 0.4143 eV
* orbital gap: 11.8 eV

```
! RIJCOSX wB97M-V def2-TZVPD def2/J DEFGRID3
* xyz 1 1
C -2.155 1.975 -0.224
C -1.083 2.063 -1.308
H -2.108 2.931 0.320
H -3.132 1.703 -0.628
H -1.895 1.123 0.439
H -0.096 1.976 -0.801
H -0.910 3.070 -1.716
H -1.108 1.453 -2.242
C 1.690 -0.762 -1.093
C 0.661 -1.406 1.068
N 0.870 -0.505 0.125
N 1.234 -2.619 0.993
N -0.087 -1.047 2.124
H 0.218 0.266 0.039
H 1.850 -2.875 0.244
H 0.943 -3.312 1.660
H -0.217 -0.059 2.262
H -0.218 -1.695 2.881
H 1.393 -1.711 -1.533
H 2.721 -0.588 -0.804
H 1.428 0.020 -1.806
*
```

---

# 3
# C4H14N3

A cluster of 2 separate species, C4H14N3 in total (ωB97M-V/def2-TZVPD, OMol25).

* HOMO: -14.695 eV
* LUMO energy: -0.12142 Eh
* relative energy (zero: lowest compared OMol25 entry of this formula, charge and spin): 0.8723 eV
* orbital gap: 11.4 eV

```
! RIJCOSX wB97M-V def2-TZVPD def2/J DEFGRID3
* xyz 1 1
C 1.301 -1.497 -0.498
C 1.288 0.617 0.723
N 1.630 -0.065 -0.367
N 0.530 0.024 1.659
N 1.538 1.938 0.810
H 2.476 0.128 -0.879
H -0.092 -0.710 1.327
H -0.039 0.514 2.331
H 0.829 2.512 1.231
H 2.464 2.263 0.575
H 0.286 -1.867 -0.333
H 1.931 -2.158 0.075
H 1.545 -1.651 -1.559
C -2.322 -0.888 -0.824
C -3.378 0.086 -1.290
H -1.592 -1.127 -1.605
H -1.721 -0.571 0.037
H -2.760 -1.858 -0.552
H -4.065 0.451 -0.527
H -3.946 -0.294 -2.137
H -2.901 1.023 -1.611
*
```

---

# 4
# C4H14N3O

A cluster of 2 separate species, C4H14N3O in total (ωB97M-V/def2-TZVPD, OMol25).

* HOMO: -11.810 eV
* LUMO energy: -0.13206 Eh
* relative energy (zero: lowest compared OMol25 entry of this formula, charge and spin): 2.3245 eV
* orbital gap: 8.2 eV

```
! RIJCOSX wB97M-V def2-TZVPD def2/J DEFGRID3
* xyz 1 1
C -1.021 -1.075 -1.222
C 0.154 -1.282 -0.224
C 0.768 0.066 0.011
C 1.927 0.378 -0.597
N 2.644 1.611 -0.199
N 0.153 0.929 0.862
N -1.734 -2.225 -1.690
H -0.621 -0.563 -2.099
H -1.769 -0.393 -0.809
H 0.877 -1.937 -0.690
H -0.149 -1.714 0.729
H 2.316 -0.190 -1.425
H 2.443 1.755 0.799
H 3.651 1.464 -0.299
H 2.341 2.421 -0.748
H 0.155 1.933 0.794
H -0.661 0.626 1.352
H -2.305 -2.706 -1.035
H -1.304 -2.800 -2.391
H -3.197 1.762 2.772
H -1.913 1.028 3.278
O -2.756 0.911 2.829
*
```

---

# 5
# C4H14N3O

A cluster of 2 separate species, C4H14N3O in total (ωB97M-V/def2-TZVPD, OMol25).

* HOMO: -12.435 eV
* LUMO energy: -0.11589 Eh
* relative energy (zero: lowest compared OMol25 entry of this formula, charge and spin): 1.4809 eV
* orbital gap: 9.3 eV

```
! RIJCOSX wB97M-V def2-TZVPD def2/J DEFGRID3
* xyz 1 1
C 2.342 0.473 -0.250
O 1.956 -0.909 -0.160
C 1.233 1.256 -0.931
N 1.608 2.663 -0.985
H 2.525 0.887 0.743
H 3.253 0.566 -0.837
H 2.694 -1.383 0.238
H 1.066 0.836 -1.924
H 0.304 1.122 -0.367
H 0.875 3.268 -0.643
H 1.830 2.955 -1.925
C -2.824 -0.381 1.779
N -2.282 -0.919 0.526
C -1.095 -1.443 0.412
N -0.606 -1.979 -0.683
H -3.808 -0.808 1.954
H -2.899 0.697 1.719
H -2.165 -0.655 2.592
H -2.861 -0.845 -0.299
H -0.473 -1.482 1.300
H -1.078 -1.822 -1.561
H 0.404 -2.096 -0.698
*
```

---

# 6
# C4H14N3O

A cluster of 2 separate species, C4H14N3O in total (ωB97M-V/def2-TZVPD, OMol25).

* HOMO: -14.499 eV
* LUMO energy: -0.10523 Eh
* relative energy (zero: lowest compared OMol25 entry of this formula, charge and spin): 2.1749 eV
* orbital gap: 11.6 eV

```
! RIJCOSX wB97M-V def2-TZVPD def2/J DEFGRID3
* xyz 1 1
C 0.474 0.090 2.528
C 1.386 -0.619 1.606
C 1.421 -0.132 0.076
N 0.057 -0.157 -0.621
C -0.168 0.423 -1.777
N 0.857 1.019 -2.583
N -1.479 0.566 -2.119
H 0.502 1.071 2.294
H 0.610 -0.106 3.503
H -0.538 -0.333 2.400
H 2.451 -0.619 1.949
H 1.231 -1.769 1.496
H 1.695 0.852 0.104
H 2.159 -0.768 -0.495
H -0.503 -0.959 -0.309
H 1.884 0.589 -2.481
H 0.843 2.043 -2.979
H -1.715 0.736 -3.009
H -2.220 0.228 -1.382
H -3.577 -0.113 0.670
H -2.621 -1.453 0.706
O -2.748 -0.589 0.421
*
```

---

# 7
# C4H14N3O2

A cluster of 2 separate species, C4H14N3O2 in total (ωB97M-V/def2-TZVPD, OMol25).

* HOMO: -12.542 eV
* LUMO energy: -0.10031 Eh
* relative energy (zero: lowest compared OMol25 entry of this formula, charge and spin): 1.1058 eV
* orbital gap: 9.8 eV

```
! RIJCOSX wB97M-V def2-TZVPD def2/J DEFGRID3
* xyz 1 1
N -1.551 0.147 -1.643
C -0.738 -1.117 -1.428
C 0.872 -0.843 -1.608
N 1.358 -1.419 -0.349
C 1.988 -0.603 0.662
C 0.959 0.327 1.248
N 1.360 0.779 2.492
O 0.027 0.884 0.696
H -0.925 0.795 -2.101
H -2.420 -0.045 -2.144
H -1.843 0.549 -0.720
H -0.978 -1.415 -0.418
H -0.886 -1.914 -2.170
H 1.096 -1.453 -2.478
H 0.959 0.232 -1.767
H 1.910 -2.248 -0.526
H 2.383 -1.287 1.437
H 2.959 -0.116 0.334
H 0.672 1.437 2.834
H 1.849 0.221 3.169
H -3.086 0.900 1.154
H -3.022 2.209 0.210
O -3.153 1.287 0.280
*
```

---

# 8
# C4H14N3OP

The molecule C4H14N3OP (ωB97M-V/def2-TZVPD, OMol25).

* HOMO: -8.195 eV
* LUMO energy: 0.02932 Eh
* relative energy (zero: lowest compared OMol25 entry of this formula, charge and spin): 2.1436 eV
* orbital gap: 9.0 eV

```
! RIJCOSX wB97M-V def2-TZVPD def2/J DEFGRID3
* xyz 0 1
C -2.315 0.353 -1.076
N -1.482 -0.120 -0.024
C -1.262 0.754 1.062
P -0.161 -1.018 -0.286
N -0.070 -2.060 0.966
O -0.095 -1.381 -1.731
N 1.285 0.295 0.211
C 1.365 1.183 -0.912
C 2.504 -0.345 0.668
H -3.279 0.109 -0.809
H -2.093 1.450 -1.138
H -2.146 -0.083 -2.059
H -2.171 0.865 1.789
H -0.475 0.354 1.666
H -1.022 1.756 0.808
H -0.278 -2.955 0.541
H -0.749 -1.851 1.605
H 2.046 1.965 -0.691
H 1.600 0.586 -1.877
H 0.280 1.477 -1.083
H 2.855 -1.076 -0.193
H 3.252 0.551 0.811
H 2.413 -0.808 1.753
*
```

---

# 9
# C4H14N3P3

The molecule C4H14N3P3 (ωB97M-V/def2-TZVPD, OMol25).

* HOMO: -8.462 eV
* LUMO energy: 0.03283 Eh
* relative energy (zero: lowest compared OMol25 entry of this formula, charge and spin): 0.0000 eV
* orbital gap: 9.4 eV

```
! RIJCOSX wB97M-V def2-TZVPD def2/J DEFGRID3
* xyz 0 1
C -0.383 2.316 -0.602
C -0.487 0.941 -1.256
C -1.705 0.873 -2.173
N -0.495 -0.130 -0.279
P -1.429 -0.220 0.972
P -0.816 -2.034 1.986
N 0.682 -1.660 2.644
C 1.771 -1.528 1.999
N 1.921 -1.402 0.666
P 3.455 -1.401 -0.099
H 0.428 2.321 0.124
H -0.195 3.083 -1.347
H -1.316 2.546 -0.086
H 0.417 0.770 -1.859
H -1.708 -0.064 -2.727
H -1.698 1.701 -2.878
H -2.614 0.923 -1.573
H -2.821 -0.379 0.804
H -1.520 0.868 1.868
H -1.538 -1.677 3.137
H 2.695 -1.509 2.574
H 1.040 -1.269 0.139
H 3.080 -0.537 -1.132
H 3.235 -2.531 -0.904
*
```

---

# 10
# C4H14N3S

A cluster of 2 separate species, C4H14N3S in total (ωB97M-V/def2-TZVPD, OMol25).

* HOMO: -13.249 eV
* LUMO energy: -0.14113 Eh
* relative energy (zero: lowest compared OMol25 entry of this formula, charge and spin): 3.8488 eV
* orbital gap: 9.4 eV

```
! RIJCOSX wB97M-V def2-TZVPD def2/J DEFGRID3
* xyz 1 1
C 3.002 -0.045 0.700
C -1.599 1.067 -1.701
C 1.600 -0.266 0.111
C -1.635 0.342 -0.361
N -1.555 -1.791 0.760
N -1.366 -0.952 -0.361
N 0.704 0.860 0.335
S -2.381 1.244 0.887
H 2.974 1.079 1.023
H 3.195 -0.676 1.570
H 3.728 -0.079 -0.109
H -2.422 1.682 -1.957
H -1.614 0.441 -2.721
H -0.710 1.782 -1.709
H 1.055 -1.175 0.417
H 1.585 -0.621 -0.969
H -2.487 -2.055 0.905
H -0.912 -2.531 0.661
H -0.773 -1.323 -1.090
H 0.400 0.793 1.354
H 1.147 1.785 0.222
H -1.938 0.437 2.031
*
```

---

# 11
# C4H14N4

A cluster of 2 separate species, C4H14N4 in total (ωB97M-V/def2-TZVPD, OMol25).

* HOMO: -7.176 eV
* LUMO energy: 0.03775 Eh
* relative energy (zero: lowest compared OMol25 entry of this formula, charge and spin): 2.3851 eV
* orbital gap: 8.2 eV

```
! RIJCOSX wB97M-V def2-TZVPD def2/J DEFGRID3
* xyz 0 1
C -1.046 -0.048 0.205
C -0.304 -1.335 -0.144
C 0.835 -1.654 0.855
C 0.771 1.352 -1.747
N 0.512 1.189 -0.333
N -2.078 0.260 -0.699
N -1.201 0.159 1.519
N 1.230 -0.408 1.560
H 0.123 2.052 0.042
H 0.179 -0.045 1.940
H -2.565 1.115 -0.460
H -1.771 0.298 -1.663
H -1.818 0.935 1.737
H 1.347 0.368 0.794
H 1.988 -0.528 2.222
H 0.084 -1.266 -1.160
H -1.031 -2.150 -0.126
H 1.691 -2.089 0.337
H 0.488 -2.369 1.600
H -0.136 1.524 -2.360
H 1.254 0.451 -2.146
H 1.449 2.188 -1.971
*
```